Entry from the Open Molecules 2025 dataset: a molecular structure, C21H20IrN3O6S2 (wB97M-V/def2-TZVPD).

```
53
Properties=species:S:1:pos:R:3:forces:R:3:mulliken_spin:R:1
Ir -0.0580 0.9813 -0.8539 0.5 -0.5 0.5 2.852
C 0.1254 5.2932 -1.8478 0.0 0.0 0.1 -0.013
O -0.2010 5.8744 -0.5642 0.0 0.0 0.2 0.143
C -0.4507 5.2173 0.5457 0.0 0.0 -0.1 0.239
C -0.8321 6.0110 1.6447 0.0 0.0 0.0 -0.071
C -1.1659 5.4283 2.8324 0.0 0.0 0.0 0.117
C -1.1462 4.0196 2.9791 0.0 0.0 0.0 0.106
C -0.7710 3.1934 1.9526 -0.1 0.0 0.0 -0.012
C -0.7810 1.7592 2.2040 0.1 -0.1 0.0 -0.016
N -0.4723 0.8294 1.3781 -0.3 0.1 0.0 0.166
N -0.5222 -0.4543 1.8830 0.0 0.1 0.0 0.010
C -0.6221 -1.3275 0.9147 0.0 0.0 0.0 0.054
O -0.6743 -1.0208 -0.3359 0.0 0.1 0.0 0.152
C -0.6365 -2.7705 1.2673 0.0 0.0 0.0 0.020
C -0.4759 -3.1852 2.5881 0.0 0.0 0.0 -0.003
C -0.4394 -4.5370 2.8878 0.0 0.0 0.0 0.001
C -0.5736 -5.4800 1.8756 0.0 0.0 0.0 0.000
C -0.7462 -5.0692 0.5612 0.0 0.0 0.0 0.001
C -0.7744 -3.7170 0.2564 0.0 0.0 0.0 0.005
C -0.3637 3.7681 0.6944 0.1 0.0 -0.1 0.228
O 0.0946 3.0768 -0.2577 -0.3 0.3 -0.1 0.337
H 0.1649 6.1462 -2.5169 0.0 0.0 0.0 -0.001
H -0.6502 4.5975 -2.1585 0.0 0.0 0.0 0.009
H 1.0888 4.7948 -1.8014 0.0 0.0 0.0 0.006
H -0.8594 7.0828 1.5079 0.0 0.0 0.0 -0.001
H -1.4584 6.0445 3.6705 0.0 0.0 0.0 0.006
H -1.4336 3.5841 3.9275 0.0 0.0 0.0 0.007
H -1.0774 1.4447 3.2038 0.1 0.0 0.0 -0.005
H -0.3843 -2.4415 3.3677 0.0 0.0 0.0 -0.001
H -0.3180 -4.8582 3.9133 0.0 0.0 0.0 0.000
H -0.5548 -6.5348 2.1145 0.0 0.0 0.0 0.000
H -0.8635 -5.8031 -0.2247 0.0 0.0 0.0 0.000
H -0.8999 -3.3825 -0.7640 0.0 0.0 0.0 0.000
C -2.2111 -0.9169 -3.3745 0.0 0.0 0.0 -0.001
S -1.1581 0.4898 -3.4177 0.1 0.1 0.1 0.004
O -1.6551 1.4223 -2.3423 0.1 0.1 0.0 0.106
O -1.1389 1.0365 -4.7319 0.0 0.0 0.0 0.023
O 0.1757 0.0436 -2.8870 -0.1 -0.1 -0.2 0.133
H -3.2265 -0.5713 -3.5506 0.0 0.0 0.0 0.001
H -2.1180 -1.3840 -2.3976 0.0 0.0 0.0 0.000
H -1.8941 -1.5845 -4.1714 0.0 0.0 0.0 0.001
S 2.3297 0.7675 -0.4730 -0.3 0.1 -0.1 0.310
C 2.5030 -0.9373 -0.7434 0.0 -0.1 -0.1 0.033
N 2.5055 -1.7470 0.3391 0.0 0.0 0.0 0.023
C 2.6712 -3.0852 0.2895 -0.1 0.0 0.0 -0.001
C 2.8551 -3.6958 -0.9171 0.0 0.0 0.0 0.022
C 2.8435 -2.9040 -2.0718 0.0 -0.1 0.0 0.004
C 2.6655 -1.5415 -1.9919 0.0 0.1 0.1 0.011
H 2.3423 -1.3021 1.2362 0.0 0.0 0.0 -0.001
H 2.6348 -3.6085 1.2329 0.0 0.0 0.0 0.000
H 2.9884 -4.7651 -0.9638 0.0 0.0 0.0 0.002
H 2.9773 -3.3681 -3.0398 0.0 0.0 0.0 0.000
H 2.6422 -0.9134 -2.8691 0.0 0.0 0.0 -0.002
```
Forces are in eV/Å.

As for the net charge: +1. Its expectation value of S² is 8.783. The relative energy (zero: lowest compared OMol25 entry of this formula, charge and spin) is 0.103 eV. Its multiplicity is 6.